{"formula": "C27H20ClF3N2NiS5Sb", "method": "ωB97M-V/def2-TZVPD", "mol_weight_g_mol": 805.71, "lumo_ev": [2.20, 2.20], "charge": -1, "multiplicity": 1, "relative_energy_kcal_mol": 15.9, "gap_ha": [0.218, 0.218], "species": ["Ni", "S", "C", "S", "C", "C", "S", "S", "S", "F", "C", "C", "C", "C", "C", "C", "Sb", "C", "C", "C", "C", "F", "C", "C", "C", "C", "C", "C", "F", "C", "C", "H", "H", "H", "H", "H", "H", "H", "H", "H", "H", "H", "H", "N", "C", "C", "C", "N", "C", "C", "H", "H", "H", "H", "H", "H", "Cl", "C", "H", "H"], "xyz": [[0.0807, 1.0499, 1.5970], [-6.8137, -0.6226, 0.5464], [-5.2743, -0.0765, 0.8493], [-4.4256, -0.3707, 2.3149], [-2.9069, 0.3706, 1.8815], [-2.8465, 0.8682, 0.6262], [-1.4053, 1.5705, -0.0866], [-4.2949, 0.7086, -0.3273], [-1.5762, 0.3880, 3.0195], [4.6660, -5.7652, -1.0824], [3.8626, -4.6856, -0.9104], [3.6059, -3.8680, -1.9886], [2.7782, -2.7675, -1.7991], [2.2093, -2.4854, -0.5606], [2.5192, -3.3299, 0.5048], [3.3381, -4.4377, 0.3407], [0.8940, -0.7808, -0.2481], [0.6239, -0.3673, -2.3239], [0.9150, 0.9147, -2.7800], [0.7800, 1.2603, -4.1177], [0.3431, 0.2919, -4.9962], [0.2022, 0.6131, -6.3048], [0.0414, -0.9927, -4.5918], [0.1886, -1.3123, -3.2497], [-0.8581, -1.9722, 0.0691], [-2.0010, -1.8522, -0.7147], [-3.1467, -2.5881, -0.4398], [-3.1279, -3.4433, 0.6417], [-4.2362, -4.1664, 0.9245], [-2.0259, -3.5747, 1.4601], [-0.8959, -2.8263, 1.1687], [4.0455, -4.0896, -2.9516], [2.5855, -2.1243, -2.6482], [2.1250, -3.1275, 1.4909], [3.5738, -5.0970, 1.1647], [1.2340, 1.6777, -2.0779], [0.9933, 2.2574, -4.4771], [-0.3039, -1.7186, -5.3154], [-0.0424, -2.3204, -2.9262], [-2.0300, -1.1396, -1.5296], [-4.0481, -2.4776, -1.0271], [-2.0704, -4.2245, 2.3230], [-0.0531, -2.8825, 1.8458], [0.3783, 7.2911, 1.7841], [0.4509, 5.9182, 1.8177], [1.2824, 5.2160, 0.9428], [1.2804, 3.8376, 0.9855], [0.5248, 3.1238, 1.8204], [-0.2707, 3.7949, 2.6551], [-0.3343, 5.1721, 2.6961], [1.1269, 7.7919, 1.3403], [-0.0419, 7.7569, 2.5684], [1.9095, 5.7349, 0.2299], [1.9142, 3.2713, 0.3132], [-0.8989, 3.1786, 3.2897], [-1.0089, 5.6578, 3.3891], [1.8477, -1.0701, 3.2231], [1.3478, 0.6726, 2.9620], [2.2864, 1.1889, 2.7456], [0.9832, 0.9799, 3.9427]], "forces_ev_per_angstrom": [[-0.2905, 0.1609, 0.1555], [0.0234, 0.1500, 0.0537], [-0.0157, -0.3668, -0.1628], [-0.0736, 0.1082, 0.0262], [0.2136, 0.0900, -0.0831], [0.2396, 0.0256, 0.1029], [-0.1774, -0.1378, 0.1551], [-0.1066, 0.1426, 0.0806], [0.0067, -0.1499, -0.3767], [-0.0115, 0.0135, -0.0001], [0.0231, -0.0287, 0.0069], [0.0165, -0.0104, 0.0290], [0.0574, 0.0403, -0.0640], [0.0125, 0.0705, 0.0173], [-0.0335, -0.0312, 0.0311], [0.0325, -0.0111, -0.0420], [-0.2813, -0.0109, 0.2397], [0.0405, 0.0718, -0.0921], [-0.0185, 0.0602, 0.0104], [-0.0110, -0.0388, -0.0175], [-0.0085, -0.0063, -0.0236], [0.0056, -0.0052, 0.0159], [-0.0048, 0.0231, -0.0385], [-0.0217, -0.0389, 0.0596], [0.0414, -0.0771, -0.0278], [0.0283, 0.0468, -0.0400], [0.0262, -0.0491, 0.0403], [-0.0708, -0.0264, -0.0192], [0.0406, 0.0198, -0.0122], [-0.0167, 0.0207, 0.0020], [0.0385, 0.0511, 0.0342], [0.0090, -0.0082, -0.0172], [-0.0162, 0.0021, -0.0009], [0.0016, 0.0151, 0.0135], [0.0036, -0.0137, 0.0179], [-0.0061, -0.0120, 0.0184], [0.0036, 0.0167, -0.0014], [-0.0020, -0.0038, -0.0126], [-0.0251, -0.0124, 0.0289], [0.0447, -0.0141, -0.0533], [-0.0269, -0.0039, -0.0058], [0.0025, -0.0147, 0.0154], [0.0088, -0.0184, 0.0079], [-0.0554, 0.0934, -0.0347], [0.0595, -0.0302, -0.0069], [-0.0284, -0.0295, 0.0290], [0.0228, 0.0285, 0.0744], [0.1944, -0.0682, -0.2622], [-0.0282, -0.0560, -0.0312], [-0.0143, -0.0526, 0.0092], [0.0186, -0.0102, 0.0070], [0.0163, -0.0078, 0.0198], [0.0087, 0.0262, -0.0090], [0.0055, -0.0115, -0.0011], [-0.0045, 0.0064, 0.0132], [-0.0033, 0.0170, 0.0076], [-0.0827, 0.0890, -0.0689], [0.1526, -0.0627, 0.1866], [-0.0409, -0.0329, 0.0172], [0.0775, 0.0617, -0.0217]]}